[1]
Density functional theory data (wB97M-V/def2-TZVPD) for a 3-piece molecular cluster, C6H18O3 overall.

CARTESIAN COORDINATES (ANGSTROEM)
C (1.344, -2.025, -2.880)
C (1.067, -2.077, -1.367)
C (0.895, -3.560, -1.078)
O (2.172, -1.485, -0.725)
H (1.770, -1.051, -3.119)
H (0.423, -2.229, -3.427)
H (2.099, -2.758, -3.164)
H (0.192, -1.519, -1.033)
H (1.808, -4.130, -1.253)
H (0.210, -4.019, -1.790)
H (0.617, -3.760, -0.043)
H (2.980, -1.678, -1.206)
C (-0.314, 2.217, 1.922)
C (-1.562, 2.993, 1.371)
C (-2.791, 2.121, 1.563)
O (-1.669, 4.088, 2.274)
H (-0.188, 1.860, 2.944)
H (0.662, 2.691, 1.814)
H (-0.155, 1.319, 1.325)
H (-1.540, 3.306, 0.327)
H (-2.532, 1.280, 0.921)
H (-3.752, 2.568, 1.310)
H (-2.871, 1.678, 2.556)
H (-0.812, 4.522, 2.250)
O (0.264, -0.142, 0.229)
H (0.782, -0.589, -0.440)
H (0.902, 0.378, 0.718)

Its SMILES is CC(C)O.CC(C)O.O. Its energy relative to the best compared isomer or geometry (same formula, charge and spin) is 44.9 kcal per mole. For the HOMO-LUMO gap, the calculation gives 10.52 eV. As for the total charge: 0. The calculation puts the molar mass at 138.21 g mol⁻¹. Its HOMO energy is -9.8323 eV.

These are the Löwdin partial charges, in e, on atoms 1 to 5: C -0.048; C -0.492; C -0.050; O -0.052; H 0.084

***

[2]
Density functional theory data (wB97M-V/def2-TZVPD) for a 2-piece molecular cluster, O4S2 overall.

CARTESIAN COORDINATES (ANGSTROEM)
O (2.290, -1.031, 0.463)
O (0.032, -1.939, -0.139)
O (-0.426, 0.820, 0.445)
O (-1.569, 0.985, -1.716)
S (0.933, -1.508, 0.852)
S (-0.969, 1.665, -0.591)

Its energy relative to the best compared isomer or geometry (same formula, charge and spin) is 3.3 kcal per mole. For the HOMO-LUMO gap, the calculation gives 9.87 eV. As for the total charge: 0. The calculation puts the molar mass at 128.13 g mol⁻¹. Its HOMO energy is -11.4943 eV.

These are the Löwdin partial charges, in e, on atoms 1 to 5: O -0.449; O -0.425; O -0.505; O -0.414; S 0.871

***

[3]
Density functional theory data (wB97M-V/def2-TZVPD) for an isolated molecule of C7H10N3OP.

CARTESIAN COORDINATES (ANGSTROEM)
C (-0.383, -1.732, -1.964)
C (-0.523, -2.263, -0.559)
O (0.256, -1.422, 0.319)
C (-0.381, -0.497, 1.052)
N (0.289, 0.525, 1.451)
C (-0.203, 1.624, 2.035)
P (0.928, 2.983, 2.096)
C (1.267, 3.288, 0.322)
N (1.891, 2.410, -0.346)
C (2.252, 1.249, 0.017)
C (2.383, 0.165, -0.866)
N (2.690, -0.679, -1.606)
H (0.748, -1.970, -2.240)
H (-1.171, -2.285, -2.533)
H (-0.607, -0.745, -1.889)
H (-0.281, -3.303, -0.543)
H (-1.500, -2.413, -0.221)
H (-1.595, -0.667, 1.018)
H (-1.003, 1.682, 2.709)
H (0.164, 4.043, 2.552)
H (1.090, 4.293, -0.075)
H (2.532, 0.989, 0.971)

Its SMILES is CCO/C=N/C=[PH]=C/N=C/C#N. Its energy relative to the best compared isomer or geometry (same formula, charge and spin) is 75.9 kcal per mole. For the HOMO-LUMO gap (alpha / beta), the calculation gives 6.83 / 6.36 eV. As for the total charge: 0. The calculation puts the molar mass at 183.15 g mol⁻¹. Its HOMO energy (alpha / beta) is -7.3246 / -7.2113 eV.

These are the Löwdin partial charges, in e, on atoms 1 to 5: C -0.065; C -0.260; O -0.077; C -0.205; N -0.027

***

[4]
Density functional theory data (wB97M-V/def2-TZVPD) for a 2-piece molecular cluster, CH7NO3P overall.

CARTESIAN COORDINATES (ANGSTROEM)
C (2.414, 0.448, 0.601)
N (1.729, -0.445, -0.226)
O (-2.587, 0.626, -1.322)
O (-1.708, -1.392, -0.099)
O (-0.948, 0.979, 0.562)
P (-1.212, 0.003, -0.696)
H (1.875, 1.507, 0.640)
H (2.519, 0.096, 1.595)
H (3.259, 0.755, 0.024)
H (1.208, -1.244, 0.155)
H (-3.173, -0.052, -1.640)
H (-1.626, -2.191, -0.710)
H (-1.751, 0.911, 1.116)

Its energy relative to the best compared isomer or geometry (same formula, charge and spin) is 117.3 kcal per mole. For the HOMO-LUMO gap (alpha / beta), the calculation gives 5.91 / 9.06 eV. As for the total charge: +1. The calculation puts the molar mass at 112.04 g mol⁻¹. Its HOMO energy (alpha / beta) is -14.1400 / -15.0166 eV.

These are the Löwdin partial charges, in e, on atoms 1 to 5: C -0.152; N 0.108; O -0.134; O -0.179; O -0.171